1.
{
  "formula": "FH4N2P3",
  "method": "ωB97M-V/def2-TZVPD",
  "charge": 0,
  "lumo_ha": -0.0404,
  "total_energy_ha": -1235.7731,
  "symbols": ["N", "N", "F", "P", "P", "P", "H", "H", "H", "H"],
  "coordinates": [[1.22, 0.53, -0.42], [-2.36, 0.00, 0.01], [3.10, 1.91, 0.42], [1.59, 2.01, -0.29], [0.54, -0.89, -0.24], [-1.42, -0.30, 1.32], [-2.45, 1.07, 0.03], [-0.32, -0.80, -1.46], [1.58, -1.72, -0.85], [-1.48, -1.80, 1.48]],
  "mulliken_charge": [0.0746, -0.5303, -0.3004, 0.2147, -0.0113, 0.0504, 0.2283, 0.1119, 0.0956, 0.0666]
}



2.
{
  "formula": "FH5N3P",
  "method": "ωB97M-V/def2-TZVPD",
  "charge": 0,
  "lumo_ha": -0.0050,
  "total_energy_ha": -608.4749,
  "symbols": ["N", "N", "N", "F", "P", "H", "H", "H", "H", "H"],
  "coordinates": [[1.54, -0.88, -0.57], [-0.85, 0.03, -1.13], [0.37, 1.28, 0.72], [-1.28, -1.12, 1.27], [0.28, -0.21, 0.00], [2.33, -0.74, -0.05], [-1.73, -0.25, -0.68], [-0.83, -0.62, -1.87], [0.85, 1.12, 1.57], [-0.69, 1.40, 0.75]],
  "mulliken_charge": [-0.5855, -0.6039, -0.4828, -0.6275, 0.8624, 0.2416, 0.3282, 0.2828, 0.2629, 0.3218]
}



3.
{
  "formula": "FHI2OP",
  "method": "ωB97M-V/def2-TZVPD",
  "charge": 1,
  "lumo_ha": -0.2528,
  "total_energy_ha": -1112.2070,
  "symbols": ["O", "F", "P", "I", "I", "H"],
  "coordinates": [[-0.41, 0.04, -1.29], [-0.96, -0.85, 1.18], [0.26, 0.10, 0.13], [2.12, -1.42, 0.26], [0.35, 2.32, 0.97], [-1.36, -0.19, -1.24]],
  "mulliken_charge": [-0.3737, -0.3144, 0.5856, 0.3478, 0.3639, 0.3909]
}



4.
{
  "formula": "FHN2O",
  "method": "ωB97M-V/def2-TZVPD",
  "charge": 0,
  "lumo_ha": -0.0357,
  "total_energy_ha": -284.9770,
  "symbols": ["N", "N", "O", "F", "H"],
  "coordinates": [[-0.21, -0.86, 0.25], [0.30, 0.16, -0.31], [-1.26, -0.75, 0.88], [1.39, -0.02, -1.01], [-0.21, 1.47, 0.18]],
  "mulliken_charge": [0.1398, 0.0121, -0.4382, -0.0900, 0.3763]
}



5.
{
  "formula": "FHN2O3",
  "method": "ωB97M-V/def2-TZVPD",
  "charge": 0,
  "lumo_ha": -0.0174,
  "total_energy_ha": -435.3796,
  "symbols": ["N", "N", "O", "O", "O", "F", "H"],
  "coordinates": [[0.13, 0.54, 0.69], [1.80, 0.63, -0.03], [1.88, -0.18, -0.88], [2.42, 1.50, 0.37], [-0.47, 1.60, 0.69], [-0.77, 1.96, -0.79], [-0.26, -0.39, 0.72]],
  "mulliken_charge": [0.0091, 1.0151, -0.4534, -0.4399, -0.0844, -0.3185, 0.2720]
}



6.
{
  "formula": "FHO2PSm",
  "method": "ωB97M-V/def2-TZVPD",
  "spin_multiplicity": 7,
  "charge": 1,
  "lumo_ha": [-0.2069, -0.2069],
  "total_energy_ha": -1250.0279,
  "symbols": ["P", "O", "O", "F", "Sm", "H"],
  "coordinates": [[1.90, 0.90, 0.01], [2.55, -0.49, -0.04], [0.45, 0.12, 0.29], [-3.98, 0.12, -0.29], [-1.93, 0.33, -0.17], [1.01, -0.97, 0.20]],
  "mulliken_charge": [0.6671, -0.4969, -0.5862, -0.6388, 1.5715, 0.4833]
}



7.
{
  "formula": "FI2PS",
  "method": "ωB97M-V/def2-TZVPD",
  "charge": 0,
  "lumo_ha": -0.0597,
  "smiles": "FP(=S)(I)I",
  "total_energy_ha": -1434.8754,
  "symbols": ["F", "P", "S", "I", "I"],
  "coordinates": [[-0.05, -0.86, -1.39], [0.00, -0.16, 0.11], [0.01, -1.53, 1.45], [-1.93, 1.27, -0.09], [1.97, 1.28, -0.08]],
  "mulliken_charge": [-0.2041, 0.2626, -0.2679, 0.1121, 0.0972]
}



8.
{
  "formula": "FI2PS",
  "method": "ωB97M-V/def2-TZVPD",
  "spin_multiplicity": 3,
  "charge": 0,
  "lumo_ha": [-0.0364, -0.1032],
  "total_energy_ha": -1434.7106,
  "symbols": ["F", "P", "S", "I", "I"],
  "coordinates": [[0.95, -1.94, -2.70], [-0.37, 2.27, 0.92], [0.03, -2.23, -1.22], [1.06, 0.44, 0.19], [-1.67, 1.46, 2.80]],
  "mulliken_charge": [-0.2606, 0.0024, 0.1567, 0.0823, 0.0192]
}